Record 1
The following is a DFT calculation (ωB97M-V with the def2-TZVPD basis set) of C5H8N2O in the gas phase.

```
! wB97M-V def2-TZVPD RIJCOSX def2/J DEFGRID3
* xyz 0 1
O -1.233 -2.374 0.073
N 0.328 1.741 1.055
N 0.092 -1.961 -0.099
C 1.482 0.044 -0.362
C -0.521 1.663 -0.075
C -1.074 0.240 -0.134
C 1.031 1.495 -0.249
C 0.127 -0.683 -0.196
H -0.965 2.528 -0.576
H -1.640 -0.035 0.740
H 2.127 -0.254 0.529
H 0.578 2.718 1.394
H -1.785 0.213 -0.981
H -1.076 -3.344 -0.204
H 1.851 -0.208 -1.376
H 1.573 2.369 -0.709
*
```

Output
**Maximum force**: 3.345 eV Å⁻¹
**SMILES**: O/N=C1/C[C@@H]2N[C@@H]2C1
**Total energy**: -379.96275 hartree
**Energy relative to the best compared isomer or geometry (same formula, charge and spin)**: 329.31 kJ/mol

Record 2
The following is a DFT calculation (ωB97M-V with the def2-TZVPD basis set) of 6 unconnected molecules or ions with the total composition C6H24O6.

```
! wB97M-V def2-TZVPD RIJCOSX def2/J DEFGRID3
* xyz 0 1
O 20.690 16.088 -1.181
O 18.410 16.772 0.110
O 21.477 15.285 -3.803
O 22.727 17.740 -3.464
O 21.532 14.302 0.811
O 22.532 18.170 -0.869
C 21.352 13.282 -0.104
C 23.241 13.630 -3.513
C 19.906 12.773 -0.061
C 18.220 18.164 -0.274
C 21.849 13.961 -3.996
C 17.903 18.108 -1.798
H 18.040 16.640 0.985
H 21.798 13.703 -5.054
H 21.831 17.537 -0.717
H 17.361 18.559 0.269
H 19.034 18.853 -0.046
H 19.283 13.662 -0.152
H 22.515 18.003 -2.568
H 19.606 12.441 0.933
H 19.790 16.389 -1.057
H 22.455 14.491 0.995
H 22.489 16.814 -3.505
H 21.267 15.459 -2.882
H 20.867 15.538 -0.418
H 22.110 12.585 0.254
H 17.842 19.112 -2.217
H 16.922 17.764 -2.124
H 18.702 17.604 -2.342
H 23.336 17.689 -0.671
H 23.388 12.556 -3.398
H 21.131 13.342 -3.457
H 19.644 11.933 -0.703
H 21.664 13.616 -1.094
H 23.912 14.035 -4.271
H 23.528 14.100 -2.573
*
```

Output
**Maximum force**: 2.992 eV Å⁻¹
**SMILES**: CCO.CCO.CCO.O.O.O
**Total energy**: -694.38865 hartree
**Energy relative to the best compared isomer or geometry (same formula, charge and spin)**: 167.42 kJ/mol

Record 3
The following is a DFT calculation (ωB97M-V with the def2-TZVPD basis set) of a molecular structure, C14H26BF5N4O2PtS3Te.

```
! wB97M-V def2-TZVPD RIJCOSX def2/J DEFGRID3
* xyz 2 5
Pt -1.247 1.815 -0.918
Te 0.423 4.114 -2.588
S -3.361 0.969 -1.055
S -0.554 2.636 1.252
S 0.715 -0.415 -1.999
F 1.672 3.628 -3.845
F -0.968 3.595 -3.696
F -0.872 4.620 -1.323
F 0.315 5.784 -3.315
F 1.744 4.737 -1.461
O 0.490 2.432 -1.806
O -0.162 -0.112 -0.743
N -3.867 -1.660 -1.010
N -2.793 -0.991 0.797
N 0.867 1.255 3.034
N -0.924 0.137 2.352
C -3.032 -2.314 0.906
C 0.883 -2.207 -2.017
C 0.889 0.060 3.640
C -3.686 -2.745 -0.231
C -3.305 -0.582 -0.393
C -0.230 1.305 2.205
C 1.861 2.324 3.183
C -0.249 -0.623 3.227
C 1.562 -2.903 -0.845
C 2.406 0.105 -1.604
C -4.557 -1.636 -2.306
C 2.639 0.403 -0.128
C 0.732 -2.936 0.433
C 4.087 0.824 0.101
B -2.477 -0.065 2.044
H 4.781 0.041 -0.207
H 2.541 2.043 3.982
H 2.394 -0.471 0.479
H -2.907 -0.649 2.994
H -5.422 -0.980 -2.244
H -2.783 -2.870 1.792
H 4.278 1.026 1.155
H 1.764 -3.925 -1.171
H 1.957 1.208 0.165
H 4.328 1.726 -0.462
H 1.423 -2.378 -2.953
H 3.063 -0.686 -1.972
H 2.569 0.997 -2.207
H 2.541 -2.458 -0.659
H -4.881 -2.646 -2.534
H -2.958 1.008 1.858
H -0.619 -1.575 3.567
H -0.136 -2.570 -2.171
H 0.540 -1.929 0.805
H -4.039 -3.724 -0.507
H 1.668 -0.235 4.324
H 1.354 3.250 3.444
H -0.232 -3.415 0.250
H 2.408 2.450 2.252
H -3.879 -1.283 -3.078
H 1.245 -3.510 1.204
*
```

Output
**Maximum force**: 0.113 eV Å⁻¹
**Total energy**: -3024.06018 hartree
**Energy relative to the best compared isomer or geometry (same formula, charge and spin)**: 0.00 kJ/mol

Record 4
The following is a DFT calculation (ωB97M-V with the def2-TZVPD basis set) of 2 unconnected molecules or ions with the total composition C11H15NS.

```
! wB97M-V def2-TZVPD RIJCOSX def2/J DEFGRID3
* xyz 0 1
S -3.910 3.055 -1.655
N 1.595 -3.273 0.821
C 2.991 -2.902 1.007
C 1.460 0.237 -0.191
C 3.205 -1.603 0.764
C 0.150 0.477 -0.442
C -2.939 2.139 0.886
C -2.684 3.173 -0.193
C -0.801 -0.612 -0.332
C -0.397 -1.963 -0.075
C 1.915 -0.998 0.398
C 0.950 -2.098 0.354
C 4.481 -0.844 0.761
H -1.768 -0.383 -0.561
H 3.615 -3.750 1.331
H 4.829 -0.339 1.635
H -1.640 3.049 -0.567
H -1.109 -2.688 -0.306
H 4.292 -0.042 0.054
H -3.948 1.853 1.077
H 2.149 1.056 -0.306
H -2.652 4.264 0.032
H -3.929 1.716 -1.835
H 5.271 -1.547 0.465
H 1.415 -4.134 0.352
H -2.356 1.235 0.611
H -0.390 1.334 -0.683
H -2.370 2.372 1.809
*
```

Output
**Maximum force**: 4.603 eV Å⁻¹
**SMILES**: Cc1c[nH]c2ccccc12.CCS
**Total energy**: -881.03700 hartree
**Energy relative to the best compared isomer or geometry (same formula, charge and spin)**: 165.78 kJ/mol